DFT (ωB97M-V with the def2-TZVPD basis set) results for a cluster of 8 separate species, C42H56ClINO17P in total.

## Properties
E_HOMO: -7.7 eV
frontier orbital gap: 0.2312 Eh
SMILES string: O=C1C=C(P(O)I)C(=O)C(Cl)=C1CCCCn1cccc1.O=C1CCCO1.O=C1CCCO1.O=C1CCCO1.O=C1CCCO1.O=C1CCCO1.O=C1CCCO1.O=C1CCCO1
LUMO level: -0.053 Ha

```
119
Properties=species:S:1:pos:R:3:forces:R:3:mulliken_charge:R:1
O -0.4323 3.0273 -1.9565 -0.2 0.0 0.1 -0.59
C -0.5105 2.4606 -3.0216 0.0 -0.2 0.1 0.11
C -0.3176 0.9899 -3.1327 0.0 0.0 -0.4 -0.70
C 0.0945 0.4761 -4.2935 0.3 -0.2 0.0 0.71
P 0.2588 -1.3524 -4.3430 -0.5 -0.3 0.5 0.14
O -0.6542 -1.6854 -5.6565 0.5 0.1 0.0 -0.44
I 2.5652 -1.7024 -5.0787 0.1 0.1 -0.1 -0.18
C 0.3652 1.3781 -5.4519 -0.2 0.0 -0.1 0.35
O 1.0960 1.0734 -6.3598 -0.1 0.0 -0.1 -0.49
C -0.3599 2.6895 -5.4293 0.0 -0.1 0.3 1.32
Cl -0.5392 3.4710 -6.9459 0.1 0.1 -0.1 -0.17
C -0.8040 3.2125 -4.2819 -0.1 0.1 0.0 -0.22
C -1.5724 4.4932 -4.1568 0.1 0.3 -0.1 -1.68
C -2.9733 4.3598 -4.7694 -0.1 -0.4 -0.1 -0.75
C -3.9714 3.7585 -3.7762 0.1 0.4 -0.1 0.00
C -5.2981 3.4409 -4.4641 0.4 -0.1 0.0 -0.74
N -5.9630 2.2479 -3.9685 -0.1 0.2 -0.1 0.27
C -5.6284 1.4298 -2.9195 -0.1 0.1 -0.1 -0.31
C -6.5761 0.4438 -2.8402 -0.2 -0.3 0.1 -0.85
C -7.5145 0.6515 -3.8804 0.2 0.4 0.1 -0.48
C -7.1059 1.7753 -4.5509 -0.3 -0.3 0.1 -0.74
H -0.4982 0.3660 -2.2641 0.1 0.1 0.1 0.48
H -0.1606 -2.1047 -6.3837 -0.2 0.0 -0.2 0.28
H -1.0036 5.3037 -4.6165 -0.1 0.0 -0.2 0.41
H -1.6689 4.7558 -3.1040 0.1 -0.1 0.1 0.40
H -3.3347 5.3086 -5.1689 0.0 0.1 0.2 0.37
H -2.9354 3.6816 -5.6239 0.1 0.1 -0.1 0.51
H -3.5253 2.8676 -3.3344 0.0 -0.1 -0.1 -0.04
H -4.1309 4.4789 -2.9715 0.0 -0.1 0.2 0.25
H -5.1040 3.2924 -5.5289 0.0 -0.1 0.0 0.48
H -5.9575 4.3073 -4.3909 -0.1 -0.1 0.1 0.29
H -4.7569 1.5882 -2.3115 0.0 0.1 0.0 0.56
H -6.6079 -0.3508 -2.1128 0.1 0.0 0.1 0.47
H -8.3748 0.0641 -4.1328 0.0 0.0 0.1 0.61
H -7.5621 2.2575 -5.3993 0.1 0.1 0.0 0.40
O -3.2832 -0.8411 0.6503 0.0 -0.1 0.0 -0.62
C -2.4530 -0.1697 1.1915 -0.2 0.1 0.0 0.59
C -2.0789 1.2687 0.8849 0.4 -0.1 0.1 0.04
C -0.7356 1.4229 1.5921 -0.1 0.2 -0.1 -0.06
C -0.8728 0.4321 2.7406 0.1 0.1 0.0 -0.31
O -1.7154 -0.6192 2.2302 0.0 0.0 0.0 -0.38
H -2.8493 1.9189 1.3037 -0.1 0.0 -0.1 0.32
H -2.0129 1.4258 -0.1884 -0.2 0.0 0.0 -0.31
H -0.5235 2.4385 1.9239 -0.1 0.0 0.1 0.48
H 0.0591 1.1098 0.9176 0.0 0.0 0.1 -0.18
H -1.3654 0.8724 3.6121 0.0 0.0 0.0 0.27
H 0.0737 0.0003 3.0490 0.0 -0.1 0.0 0.16
O 1.2212 -0.4860 -0.1510 -0.1 -0.1 0.1 -0.57
C 2.1649 -0.7207 0.5524 0.2 0.2 -0.3 0.26
C 3.5966 -0.9207 0.1064 0.2 -0.3 0.2 -0.38
C 4.2498 -1.5591 1.3293 -0.1 0.1 -0.1 -0.54
C 3.4076 -0.9826 2.4650 0.1 -0.2 -0.4 -0.01
O 2.0879 -0.8062 1.8914 0.0 0.0 0.1 -0.24
H 4.0217 0.0590 -0.1196 0.0 0.0 -0.1 0.24
H 3.6267 -1.5469 -0.7814 0.0 0.2 -0.1 0.34
H 5.3111 -1.3464 1.4354 0.0 0.1 0.0 0.28
H 4.1250 -2.6424 1.2895 0.0 0.0 0.0 0.34
H 3.7637 -0.0134 2.8041 0.0 0.0 0.0 0.14
H 3.3317 -1.6447 3.3134 -0.2 0.0 0.1 0.13
O -0.3991 -4.2418 -8.9464 0.1 0.0 0.1 -0.59
C -0.3357 -3.0708 -9.1655 -0.3 -0.2 -0.2 0.42
C -0.8016 -2.3175 -10.3964 0.3 0.3 0.0 -0.39
C -0.1019 -0.9657 -10.2522 0.0 -0.1 0.0 -0.52
C 0.0277 -0.8340 -8.7399 0.1 0.3 -0.2 -0.20
O 0.1716 -2.1892 -8.2628 0.1 0.1 0.1 -0.34
H -1.8877 -2.2262 -10.3497 0.0 -0.1 0.0 0.25
H -0.5187 -2.8551 -11.2966 -0.1 -0.1 0.0 0.32
H -0.6369 -0.1341 -10.7051 0.0 0.0 0.1 0.36
H 0.8894 -1.0162 -10.7044 0.0 0.0 0.0 0.28
H -0.8628 -0.4016 -8.2790 0.0 0.0 0.0 0.14
H 0.8962 -0.2612 -8.4272 0.0 -0.1 0.1 0.27
O 3.4378 -0.5747 5.3441 0.1 0.3 0.0 -0.58
C 4.5956 -0.7940 5.5521 0.0 -0.3 0.2 0.19
C 5.2313 -1.1632 6.8748 0.4 0.3 -0.1 1.16
C 6.7131 -0.9370 6.6105 0.0 0.0 0.1 -0.58
C 6.8079 -1.2014 5.1168 0.2 0.1 -0.1 -0.51
O 5.5430 -0.7762 4.5613 -0.2 0.0 0.5 -0.31
H 5.0161 -2.2117 7.0869 -0.1 0.0 0.0 -0.07
H 4.8470 -0.5338 7.6718 -0.2 -0.2 0.1 -0.54
H 7.3684 -1.5709 7.2026 0.0 0.0 0.0 0.29
H 6.9717 0.1015 6.8222 0.0 0.0 0.0 0.31
H 6.9441 -2.2599 4.8851 0.0 0.0 0.0 0.26
H 7.5995 -0.6307 4.6366 -0.1 0.0 -0.1 0.36
O 6.2436 -0.6658 10.2625 0.3 -0.1 -0.2 -0.57
C 5.7484 -1.7454 10.3781 -0.3 0.3 0.1 0.59
C 4.6469 -2.1499 11.3341 0.1 -0.5 0.0 -0.41
C 4.7232 -3.6757 11.3083 0.0 0.1 0.0 -0.53
C 5.2629 -3.9367 9.9075 0.0 -0.1 0.0 -0.43
O 6.1035 -2.8077 9.6048 0.0 0.0 0.0 -0.31
H 3.7027 -1.7722 10.9383 0.0 0.1 0.0 0.17
H 4.8273 -1.7298 12.3189 -0.1 0.2 -0.1 0.38
H 3.7765 -4.1763 11.4993 0.0 0.0 -0.1 0.33
H 5.4435 -4.0213 12.0512 0.0 0.0 0.0 0.25
H 4.4673 -3.9826 9.1601 0.0 0.0 0.0 0.25
H 5.8615 -4.8422 9.8427 0.1 0.1 -0.1 0.34
O -7.8409 -1.0588 -7.5714 -0.1 0.0 0.0 -0.59
C -7.8565 -1.9625 -6.7894 0.2 0.0 -0.1 0.40
C -7.4255 -3.4005 -7.0167 -0.3 -0.1 0.2 -0.34
C -8.0430 -4.1286 -5.8239 0.1 0.0 -0.1 -0.53
C -8.0722 -3.0280 -4.7700 0.0 -0.1 0.1 -0.42
O -8.2585 -1.8078 -5.5059 -0.2 -0.2 -0.1 -0.25
H -6.3352 -3.4373 -7.0022 0.0 0.0 -0.1 0.25
H -7.7906 -3.7583 -7.9749 0.1 0.1 -0.1 0.29
H -7.4934 -5.0111 -5.5037 0.0 0.0 0.0 0.32
H -9.0614 -4.4350 -6.0671 0.0 0.0 0.0 0.26
H -7.1323 -2.9545 -4.2187 0.0 0.0 0.0 0.26
H -8.8895 -3.1353 -4.0608 0.0 0.1 0.0 0.33
O 3.4876 0.6208 9.1703 0.1 -0.1 0.1 -0.58
C 3.5822 1.7913 8.9424 -0.2 0.0 -0.1 0.46
C 3.3016 2.5039 7.6324 0.4 0.3 0.1 0.00
C 3.9675 3.8626 7.8453 0.0 -0.1 -0.1 -0.58
C 3.8652 4.0246 9.3576 0.0 0.1 -0.1 -0.46
O 3.9388 2.6897 9.8862 0.0 0.0 0.0 -0.36
H 2.2205 2.5854 7.5123 0.0 -0.1 0.0 0.26
H 3.7149 1.9440 6.7979 -0.2 -0.1 0.0 0.00
H 3.5048 4.6800 7.2965 0.0 0.0 0.0 0.34
H 5.0161 3.8087 7.5496 0.0 0.0 0.0 0.26
H 2.9126 4.4625 9.6635 0.0 0.0 0.0 0.27
H 4.6748 4.6116 9.7836 0.0 -0.1 0.1 0.34
```
Positions in Å, forces in eV/Å.